1.
{
  "formula": "C7H5N3O4S",
  "method": "the ωB97M-V functional and the def2-TZVPD basis",
  "elements": ["C", "C", "C", "C", "C", "C", "C", "N", "N", "N", "O", "O", "O", "O", "S", "H", "H", "H", "H", "H"],
  "xyz": [[2.2965, 1.6143, -0.8318], [1.2390, 0.7430, -0.5006], [1.0719, 0.4281, 0.9630], [0.3241, 0.2608, -1.5172], [3.0355, 1.9993, 0.3464], [-1.0112, -0.4802, 0.8877], [-1.1642, -2.0977, 1.0082], [0.1336, -0.1512, 1.5456], [-1.2163, -0.0937, -0.4549], [-2.3825, -0.2169, -1.0564], [-2.3814, 0.1794, -2.2371], [0.2838, 0.0685, -2.6426], [3.8100, 2.8938, 0.5257], [-3.3577, -0.7016, -0.5403], [2.4492, 1.0242, 1.7960], [2.5678, 1.8613, -1.8610], [-1.8754, -0.0158, 1.6625], [-2.2029, -2.2496, 0.5837], [-1.1273, -2.4491, 1.9945], [-0.4924, -2.6169, 0.3285]],
  "mulliken_charge": [-0.74, 0.58, 0.39, 0.46, 0.42, 0.30, -1.21, -0.47, -0.18, 0.85, -0.67, -0.28, -0.48, -0.61, -0.17, 0.45, 0.30, 0.38, 0.39, 0.30],
  "total_charge": 0,
  "lumo_energy_ev": -2.675
}

2.
{
  "formula": "C7H5N4O3S",
  "method": "the ωB97M-V functional and the def2-TZVPD basis",
  "elements": ["C", "C", "C", "C", "C", "C", "C", "N", "N", "N", "N", "O", "O", "O", "S", "H", "H", "H", "H", "H"],
  "xyz": [[2.4130, -1.7088, 0.4994], [1.1702, -2.0175, 0.2389], [2.7794, -0.3467, 0.7602], [0.1884, -0.9118, 0.2722], [0.7503, 3.0360, 0.2193], [-2.6596, 0.9490, 0.0220], [-2.6733, 0.4403, -1.4012], [1.8588, 0.6231, 0.5397], [0.6173, 0.3405, 0.2111], [-1.7894, 0.0731, -0.3360], [-1.0889, -1.0353, -0.0264], [0.7583, 2.8544, -0.9007], [0.7531, 3.3330, 1.3503], [-3.0066, 1.8048, 0.7672], [-2.0733, -2.4845, 0.0696], [3.2380, -2.5094, 0.5193], [0.7265, -3.0268, 0.2522], [3.7961, -0.0812, 0.9274], [-2.2164, 0.9778, -2.3771], [-3.5417, -0.3101, -1.6074]],
  "mulliken_charge": [-0.10, -0.62, -0.48, 0.59, 0.89, 0.48, -0.54, -0.58, 0.11, 0.19, -0.12, -0.39, -0.47, -0.62, -0.61, 0.24, 0.29, 0.38, 0.18, 0.19],
  "total_charge": -1,
  "lumo_energy_ev": 3.321
}

3.
{
  "formula": "C7H5NO4V",
  "method": "the ωB97M-V functional and the def2-TZVPD basis",
  "elements": ["O", "C", "V", "O", "C", "C", "O", "C", "O", "C", "C", "C", "N", "H", "H", "H", "H", "H"],
  "xyz": [[-0.2264, -3.1550, -2.1501], [-0.2722, -1.9997, -2.0761], [-0.1851, 0.0076, -2.0797], [-2.1142, -0.0085, -4.5435], [-1.3705, 0.0112, -3.6468], [1.8021, 0.0006, -2.2899], [2.9341, 0.0056, -2.5645], [-0.2645, 1.9769, -1.9709], [-0.2311, 3.1467, -2.0790], [0.5568, 0.3658, 3.4415], [-0.4470, -0.2968, 2.5000], [-0.2631, -0.1783, 1.0552], [-0.2786, -0.1081, -0.0899], [1.5321, -0.0717, 3.2797], [0.2724, 0.1803, 4.4726], [0.5428, 1.4344, 3.2764], [-0.5140, -1.3852, 2.7333], [-1.4737, 0.0740, 2.7315]],
  "mulliken_charge": [0.01, 0.61, -0.04, 0.07, 0.45, 0.63, 0.05, 0.66, 0.00, -1.12, -0.25, 0.13, -0.02, 0.38, 0.34, 0.38, 0.35, 0.36],
  "multiplicity": 3,
  "total_charge": 3,
  "lumo_energy_ev": [-17.378, -16.807]
}

4.
{
  "formula": "C7H6",
  "method": "the ωB97M-V functional and the def2-TZVPD basis",
  "elements": ["C", "C", "C", "C", "C", "C", "C", "H", "H", "H", "H", "H", "H"],
  "xyz": [[-0.8187, 0.6348, -0.8467], [0.6607, 0.6791, -1.0015], [-0.1209, -0.6748, 0.9876], [-1.2257, 0.0065, 0.2251], [1.3588, -0.7266, -1.0227], [1.3895, 1.2851, 0.1928], [1.1326, -0.1767, 0.2319], [-1.5731, 1.0808, -1.5217], [-0.1459, -0.4581, 2.0164], [-0.1389, -1.7680, 0.9331], [-2.2972, -0.2668, 0.3715], [1.0240, -1.6540, -1.4078], [0.7548, 2.0388, 0.8421]],
  "mulliken_charge": [-0.58, 0.40, -0.89, -0.28, -0.65, -0.58, 0.62, 0.37, 0.36, 0.33, 0.33, 0.34, 0.22],
  "total_charge": 0,
  "lumo_energy_ev": [0.047, 0.124]
}

5.
{
  "formula": "C7H6Br3NO2",
  "method": "the ωB97M-V functional and the def2-TZVPD basis",
  "elements": ["C", "Br", "Br", "Br", "H", "C", "C", "C", "C", "C", "C", "N", "O", "O", "H", "H", "H", "H", "H"],
  "xyz": [[-3.1599, 1.8537, 0.1068], [-4.2165, 3.5000, 0.3238], [-2.7431, 1.5186, -1.7703], [-4.0284, 0.3155, 0.8874], [-2.2358, 2.0399, 0.6304], [0.5422, 0.9114, 0.8412], [0.5723, -0.2872, 1.5354], [1.0501, -1.4370, 0.9073], [1.4983, -1.3716, -0.4004], [1.3856, -0.1947, -1.1178], [0.9504, 0.9587, -0.4978], [2.0592, -2.5621, -1.0282], [2.0233, -3.5912, -0.4057], [2.4489, -2.4611, -2.1617], [0.0770, 1.7771, 1.2972], [0.2536, -0.3570, 2.5654], [1.0901, -2.3461, 1.4903], [1.6513, -0.1458, -2.1656], [0.7813, 1.8791, -1.0379]],
  "mulliken_charge": [0.10, -0.02, -0.01, 0.00, -0.07, -0.52, -0.60, -0.24, 0.04, -0.27, -0.49, 1.00, -0.60, -0.60, 0.58, 0.38, 0.43, 0.43, 0.45],
  "total_charge": 0,
  "lumo_energy_ev": -0.562
}

6.
{
  "formula": "C7H6Cl2N4O",
  "method": "the ωB97M-V functional and the def2-TZVPD basis",
  "elements": ["C", "C", "C", "C", "C", "C", "C", "N", "N", "N", "N", "O", "Cl", "Cl", "H", "H", "H", "H", "H", "H"],
  "xyz": [[2.1299, 1.5800, -0.0041], [2.6463, 0.2868, 0.2251], [0.7431, 1.8351, 0.0545], [1.8617, -0.7461, 0.6028], [-0.1585, 0.7393, 0.3405], [0.4196, -0.6850, 0.3317], [-2.1660, -0.8387, -0.8620], [-1.1412, -1.3719, -1.2112], [0.0967, -1.1150, -1.0218], [-3.2135, -1.3081, -0.2686], [-1.4219, 0.7792, 0.5791], [1.0273, -0.9737, -1.8746], [-0.5226, -1.7757, 1.4145], [-2.2975, 2.2400, 0.2606], [2.7406, 2.4804, -0.1582], [3.7624, 0.1921, 0.4724], [0.2497, 2.8474, -0.0544], [2.3830, -1.7354, 0.8019], [-3.2063, -1.8681, 0.5623], [-3.9329, -0.5624, -0.1907]],
  "mulliken_charge": [-0.28, -0.45, -0.67, -0.75, 0.65, 1.05, 0.02, -0.50, 0.98, -0.35, -0.40, -0.73, -0.16, -0.14, 0.37, 0.30, 0.28, 0.24, 0.27, 0.30],
  "total_charge": 0,
  "lumo_energy_ev": -0.945
}

7.
{
  "formula": "C7H6Cl2NP",
  "method": "the ωB97M-V functional and the def2-TZVPD basis",
  "elements": ["C", "C", "C", "C", "C", "C", "C", "N", "P", "Cl", "Cl", "H", "H", "H", "H", "H", "H"],
  "xyz": [[2.9077, 1.0057, 1.6506], [0.6095, -0.4725, 0.6428], [-0.2051, -0.6507, -0.4358], [0.3923, 0.3398, 1.7864], [-1.5539, -0.0746, -0.5682], [-1.9900, 1.1443, -0.1868], [0.1860, -1.3178, -1.7239], [3.9366, 0.9783, 1.1318], [1.5174, 1.2214, 2.6732], [-1.2124, 0.3603, 2.5162], [-3.4900, 1.7609, -0.7443], [1.5660, -1.0811, 0.4698], [-2.0704, -0.5930, -1.2385], [-1.4081, 1.7710, 0.3628], [1.3353, -1.2984, -1.9272], [-0.3057, -0.7694, -2.6464], [-0.2152, -2.3242, -1.7625]],
  "mulliken_charge": [0.36, -0.60, 0.90, 0.36, -0.83, -0.30, -1.38, -0.38, -0.21, -0.14, -0.18, 0.33, 0.54, 0.47, 0.37, 0.33, 0.34],
  "total_charge": 0,
  "lumo_energy_ev": -1.378
}

8.
{
  "formula": "C7H6ClF2NO2S",
  "method": "the ωB97M-V functional and the def2-TZVPD basis",
  "elements": ["C", "C", "C", "C", "C", "C", "C", "N", "O", "O", "F", "F", "S", "Cl", "H", "H", "H", "H", "H", "H"],
  "xyz": [[-1.3416, -0.3933, 1.4191], [-2.6953, -0.8506, 1.3566], [-0.9385, 0.5476, 0.5091], [-3.2961, -0.3075, 0.2543], [1.3996, -1.2099, -0.6234], [1.4287, 0.2123, -1.0651], [0.3130, 1.1332, 0.3084], [2.5698, 1.0284, -1.1302], [2.5223, -1.8483, -0.2340], [0.3056, -1.7936, -0.5307], [0.3391, 2.3452, -0.2486], [1.1141, 1.1405, 1.3465], [-2.2467, 0.7644, -0.6453], [-4.9108, -0.4333, -0.3343], [-0.7784, -0.7622, 2.3368], [-3.1351, -1.5633, 2.0263], [0.6898, 0.2031, -1.9954], [3.2159, -1.4533, -0.5907], [2.8403, 1.5754, -0.2506], [2.6042, 1.6652, -1.9089]],
  "mulliken_charge": [-0.32, -0.59, 0.29, 0.29, 0.40, 0.04, 0.51, -0.58, -0.44, -0.55, -0.31, -0.27, -0.18, -0.18, 0.31, 0.44, 0.28, 0.29, 0.29, 0.26],
  "total_charge": 0,
  "lumo_energy_ev": 0.080
}

9.
{
  "formula": "C7H6N2O3Pt",
  "method": "the ωB97M-V functional and the def2-TZVPD basis",
  "elements": ["O", "C", "Pt", "C", "C", "O", "O", "C", "C", "N", "C", "C", "N", "H", "H", "H", "H", "H", "H"],
  "xyz": [[2.1386, -0.1672, -3.7755], [1.7770, 0.1804, -2.7449], [1.2014, 0.7340, -1.1026], [0.4562, 2.3950, -1.2463], [2.6180, 0.7998, 0.0482], [-0.0114, 3.4376, -1.3364], [3.5071, 0.8413, 0.7702], [-0.9255, -1.8364, -0.7194], [-0.8711, -0.8522, 0.4047], [-0.0770, 0.2330, 0.4160], [-0.3115, 0.8596, 1.5817], [-1.2640, 0.1278, 2.2711], [-1.6076, -0.9410, 1.5259], [-0.6422, -2.8434, -0.3493], [-1.9543, -1.8740, -1.1343], [-0.2242, -1.5400, -1.5268], [0.1693, 1.7725, 1.9051], [-1.6774, 0.3566, 3.2440], [-2.3015, -1.6835, 1.7689]],
  "mulliken_charge": [-0.24, 0.50, 0.77, 0.25, 0.25, -0.24, -0.24, -0.93, 0.40, -0.22, -0.02, -0.38, 0.01, 0.39, 0.39, 0.13, 0.47, 0.42, 0.30],
  "multiplicity": 3,
  "total_charge": 2,
  "lumo_energy_ev": [-7.847, -12.517]
}

10.
{
  "formula": "C7H6N2O3S",
  "method": "the ωB97M-V functional and the def2-TZVPD basis",
  "elements": ["C", "C", "C", "C", "C", "C", "C", "N", "N", "O", "O", "O", "S", "H", "H", "H", "H", "H", "H"],
  "xyz": [[-2.0559, 1.5201, -0.0630], [-3.1979, 0.9174, -0.4036], [-1.3240, -0.6442, -0.0527], [1.5222, -0.3908, 0.0581], [0.3341, 1.1390, 0.2701], [2.8581, -0.2206, -0.3153], [0.8690, -1.5929, 0.5897], [-0.9885, 0.6550, 0.1258], [-0.5176, -1.6830, 0.0959], [3.6070, -1.1764, -0.4717], [3.2981, 1.0496, -0.5509], [0.6189, 2.3049, 0.3155], [-2.9963, -0.8132, -0.4971], [-1.8695, 2.5718, 0.0520], [-4.1537, 1.3498, -0.6049], [1.4231, -2.4654, 0.2379], [0.8226, -1.6311, 1.6940], [-0.8752, -2.5885, -0.1722], [2.6256, 1.6983, -0.3075]],
  "mulliken_charge": [-0.46, -0.32, 0.44, -0.07, 0.29, 0.58, -0.58, 0.12, -0.09, -0.67, -0.52, -0.57, -0.13, 0.40, 0.46, 0.40, 0.17, 0.25, 0.32],
  "total_charge": 0,
  "lumo_energy_ev": -0.419
}

11.
{
  "formula": "C7H6N2O4RuS",
  "method": "the ωB97M-V functional and the def2-TZVPD basis",
  "elements": ["Ru", "O", "C", "C", "O", "C", "O", "C", "O", "S", "C", "N", "C", "C", "N", "H", "H", "H", "H", "H", "H"],
  "xyz": [[0.2333, -1.5479, -1.6129], [-0.8219, 4.3510, -0.8805], [-0.6560, 3.3721, -1.5063], [2.0370, -1.2209, -2.0567], [3.1428, -1.1407, -2.4212], [-1.5796, -1.8631, -2.0767], [-2.6460, -2.1586, -2.4482], [0.1806, -1.2418, -3.4336], [0.2190, -1.4964, -4.5994], [0.3300, -2.3954, 0.4146], [0.0979, -0.6516, 0.7578], [-1.0632, -0.1123, 1.2012], [-0.8432, 0.8518, 2.3482], [0.6497, 1.0612, 2.3196], [1.0868, 0.1798, 1.1439], [-1.9473, -0.7145, 1.1280], [-1.1881, 0.3483, 3.2443], [-1.3919, 1.7606, 2.1491], [1.1570, 0.6626, 3.1919], [0.9264, 2.0823, 2.1096], [2.0768, -0.1263, 1.0275]],
  "mulliken_charge": [0.60, -0.15, 0.16, 0.30, -0.07, 0.30, -0.06, 0.28, -0.03, 0.08, 0.28, -0.05, -0.36, -0.37, -0.05, 0.39, 0.36, 0.34, 0.36, 0.35, 0.36],
  "multiplicity": 6,
  "total_charge": 3,
  "lumo_energy_ev": [-12.946, -16.604]
}

12.
{
  "formula": "C7H6N2O4S",
  "method": "the ωB97M-V functional and the def2-TZVPD basis",
  "elements": ["C", "C", "C", "C", "C", "C", "C", "N", "N", "O", "O", "O", "O", "S", "H", "H", "H", "H", "H", "H"],
  "xyz": [[1.3101, 2.3604, 1.3510], [0.0173, 2.7588, 1.3116], [1.6671, 1.0754, 1.0025], [-0.9128, 1.8976, 0.7821], [0.6984, 0.1874, 0.4831], [-0.5815, 0.6287, 0.3335], [-1.5970, -0.2301, -0.2982], [2.1108, -2.5203, -0.4962], [2.0318, -2.5504, -1.5913], [1.9832, -2.6017, -2.7399], [-2.8127, -0.1820, -0.2467], [-1.2983, -3.1227, -2.4532], [-1.0709, -1.1430, -1.0897], [-2.1573, -2.2043, -1.8447], [2.0467, 2.9056, 1.8557], [-0.4530, 3.6582, 1.8172], [2.6585, 0.6027, 1.2914], [-1.9648, 2.0708, 0.7856], [0.9378, -0.7499, 0.1760], [-2.6133, -2.8411, -0.4298]],
  "mulliken_charge": [-0.38, -0.48, -0.32, -0.27, -0.42, 0.10, 0.52, -0.52, 1.01, -0.54, -0.62, -0.45, -0.23, 0.40, 0.40, 0.29, 0.30, 0.43, 0.66, 0.13],
  "total_charge": 0,
  "lumo_energy_ev": 0.117
}

no.,E (Ha)
1,-1132.94785
2,-1112.61114
3,-1568.10879
4,-270.07858
5,-8197.50944
6,-1484.71772
7,-1586.71977
8,-1533.62726
9,-724.14805
10,-1003.67354
11,-1172.41902
12,-1078.87843